Entry 1:
{
  "formula": "C6H12",
  "method": "wB97M-V/def2-TZVPD",
  "species": ["C", "C", "C", "C", "C", "C", "H", "H", "H", "H", "H", "H", "H", "H", "H", "H", "H", "H"],
  "positions_angstrom": [[-1.1534, 0.8852, 0.6492], [-1.2440, -0.6289, 0.3826], [0.0888, -1.4114, 0.4111], [1.0800, -0.9733, -0.6314], [2.2597, -0.4154, -0.3744], [-0.5280, 1.6784, -0.5055], [0.5196, 1.5483, -0.3558], [-0.5026, 1.0019, 1.5397], [-2.1231, 1.2709, 0.9800], [-1.9090, -1.1070, 1.1158], [-1.7134, -0.7528, -0.5990], [-0.1347, -2.4782, 0.2550], [0.5568, -1.3398, 1.4040], [0.7667, -1.1030, -1.6700], [2.5942, -0.2429, 0.6484], [2.9184, -0.0806, -1.1719], [-0.7154, 1.3864, -1.5612], [-0.7605, 2.7622, -0.5164]],
  "homo_energy_ev": -9.448,
  "smiles": "C=CCCCC",
  "largest_force_ev_per_a": 0.966,
  "total_charge": 0,
  "lumo_energy_ev": 1.26,
  "e_above_lowest_kj_mol": 112.2,
  "e_tot_ev": -6415.7774,
  "orbital_gap_ev": 10.713
}



Entry 2:
{
  "formula": "C5H18B7CaF24MnN2O4",
  "method": "wB97M-V/def2-TZVPD",
  "species": ["Mn", "Ca", "N", "O", "O", "O", "B", "H", "H", "H", "H", "C", "N", "C", "C", "C", "C", "O", "H", "H", "H", "H", "H", "H", "H", "H", "H", "H", "H", "H", "H", "H", "B", "F", "F", "F", "F", "B", "F", "F", "F", "F", "B", "F", "F", "F", "F", "B", "F", "F", "F", "F", "B", "F", "F", "F", "F", "B", "F", "F", "F", "F"],
  "positions_angstrom": [[-8.3915, -5.5409, -16.8849], [-7.8379, -10.6579, -14.4427], [-5.7928, -8.7485, -18.3237], [-6.2788, -9.5284, -17.4596], [-4.9905, -9.1122, -19.1367], [-6.3533, -7.7011, -18.3713], [-9.5997, -7.8652, -15.2585], [-10.0163, -6.9176, -14.9541], [-9.6625, -8.0088, -16.3261], [-8.5324, -7.8137, -15.1083], [-10.0174, -8.6792, -14.6865], [-14.2470, -9.2380, -18.3277], [-15.0337, -9.5042, -17.0681], [-14.6389, -8.5993, -15.8743], [-16.5683, -9.2510, -17.3100], [-14.8016, -10.9914, -16.5449], [-14.7920, -12.1174, -17.6140], [-16.0007, -12.0716, -18.3177], [-13.2215, -9.3827, -17.9880], [-14.3941, -8.2340, -18.7260], [-14.4990, -10.0447, -19.0161], [-13.5531, -8.5927, -15.7792], [-15.1250, -8.9255, -14.9548], [-14.9212, -7.5671, -16.0817], [-17.0628, -9.4099, -16.3517], [-17.1021, -9.8634, -18.0367], [-16.7018, -8.2257, -17.6550], [-15.5415, -11.1710, -15.7649], [-13.8147, -11.0702, -16.0891], [-14.7132, -13.0700, -17.0902], [-13.9422, -12.1104, -18.2965], [-15.8926, -11.6906, -19.1922], [-12.1251, -3.0485, -16.2956], [-12.9370, -3.6871, -17.1919], [-10.7584, -3.3725, -16.4880], [-12.2244, -1.6908, -16.4687], [-12.5543, -3.4847, -14.9899], [-4.3345, -10.1923, -12.6317], [-4.6053, -11.1821, -13.5453], [-5.4980, -9.4447, -12.6028], [-4.0585, -10.7435, -11.3885], [-3.3165, -9.4127, -13.0761], [-9.8363, -11.6189, -11.3338], [-9.1821, -10.4136, -11.2537], [-10.2517, -12.0871, -10.0487], [-10.9209, -11.4905, -12.1706], [-8.8997, -12.4153, -11.9171], [-6.1489, -4.0472, -14.7871], [-6.4469, -3.3823, -15.9416], [-5.5197, -5.2136, -14.9950], [-5.4492, -3.2547, -13.9374], [-7.3984, -4.3305, -14.2127], [-9.3840, -13.8283, -16.7175], [-10.0498, -14.2506, -17.8310], [-7.9953, -14.0252, -16.7025], [-9.6717, -12.5569, -16.3751], [-9.7404, -14.6245, -15.6385], [-9.7133, -4.8882, -20.4798], [-9.2074, -5.2549, -21.6744], [-9.8866, -6.0814, -19.7702], [-8.7204, -4.1387, -19.8148], [-10.9540, -4.2801, -20.6461]],
  "homo_energy_ev": [-2.137, -2.126],
  "multiplicity": 6,
  "largest_force_ev_per_a": 6.092,
  "total_charge": -3,
  "lumo_energy_ev": [3.27, 3.27],
  "e_tot_ev": -136390.9384,
  "orbital_gap_ev": [5.407, 5.397]
}